11
Properties=species:S:1:pos:R:3:forces:R:3:mulliken_charge:R:1 method="wB97M-V/def2-TZVPD" charge=-1 homo_lumo_gap_ev=5.9 fmax_ev_per_a=3.93 e_above_lowest_ev=5.1706
C 2.474 1.469 1.949 -2.5 -2.5 1.0 -0.257
C -0.793 -0.835 0.011 1.6 -2.5 0.8 -0.105
C 1.731 0.599 2.375 2.6 2.7 -0.9 -0.461
O -0.288 -1.858 0.578 -1.7 3.2 -1.6 -0.576
O -1.563 0.116 -3.204 0.7 0.1 -0.5 -0.506
S -2.668 -0.689 -2.144 -0.2 -0.4 0.1 -0.568
H 2.809 2.323 1.491 0.9 1.2 -0.9 0.372
H -0.975 -0.550 -3.599 -0.5 0.2 0.4 0.273
H -1.682 -0.281 0.277 -0.5 -0.2 1.0 0.254
H -0.349 -0.324 -0.849 0.6 -0.3 -0.1 0.228
H 1.303 0.029 3.115 -1.1 -1.5 0.7 0.346